{"formula": "C4H5F", "method": "the ωB97M-V functional and the def2-TZVPD basis", "homo_lumo_gap_ev": 10.26, "multiplicity": 1, "relative_energy_kcal_mol": 97.8, "fmax_ha_per_bohr": 0.03717, "e_homo_ha": -0.3847, "lumo_ev": -0.21, "species": ["C", "C", "C", "C", "F", "H", "H", "H", "H", "H"], "positions_angstrom": [[2.74, 0.16, 1.33], [1.91, 0.80, 0.62], [-1.46, -0.86, -0.95], [-0.91, -0.17, 0.01], [-1.08, 1.16, -0.06], [1.33, 0.14, 0.05], [1.38, 1.69, 0.89], [-1.54, -1.90, -0.98], [-1.77, -0.40, -1.89], [-0.60, -0.61, 0.98]], "mulliken_charge": [-0.052, -0.488, -0.694, -0.069, -0.250, 0.251, 0.316, 0.278, 0.234, 0.474]}

---

{"formula": "C4H5F", "method": "the ωB97M-V functional and the def2-TZVPD basis", "smiles": "C=C/C=C/F", "homo_lumo_gap_ev": 9.90, "multiplicity": 1, "relative_energy_kcal_mol": 19.7, "fmax_ha_per_bohr": 0.09744, "e_homo_ha": -0.3242, "lumo_ev": 1.08, "species": ["C", "C", "C", "C", "F", "H", "H", "H", "H", "H"], "positions_angstrom": [[-1.73, 0.46, 0.72], [-0.72, -0.14, 0.01], [0.61, 0.39, -0.21], [1.47, -0.47, -0.69], [2.73, -0.20, -0.92], [-1.34, 1.28, 1.46], [-2.59, -0.01, 1.07], [-0.83, -1.17, -0.44], [1.05, 1.35, -0.10], [1.35, -1.50, -0.89]], "mulliken_charge": [-0.749, -0.040, -0.126, -0.237, -0.242, 0.190, 0.333, 0.162, 0.356, 0.354]}

---

{"formula": "C4H5F2LiNaO2", "method": "the ωB97M-V functional and the def2-TZVPD basis", "homo_lumo_gap_ev": [4.08, 4.07], "multiplicity": 2, "fmax_ha_per_bohr": 0.04469, "e_homo_ha": [-0.2149, -0.2145], "lumo_ev": [-1.77, -1.77], "species": ["O", "C", "C", "H", "H", "F", "C", "C", "O", "H", "F", "H", "H", "Li", "Na"], "positions_angstrom": [[-1.81, 1.24, 0.37], [-1.83, 0.04, -0.33], [-0.51, -0.20, -1.06], [-2.54, 0.14, -1.19], [-1.97, -0.79, 0.42], [-0.86, -1.42, -1.80], [1.63, -0.17, -0.06], [2.54, -0.88, 0.84], [0.38, -0.67, -0.02], [2.01, -0.02, -1.08], [1.54, 1.25, 0.44], [3.46, -1.31, 0.45], [2.31, -0.92, 1.91], [-0.20, 1.88, -0.28], [-4.15, 1.85, 1.39]], "mulliken_charge": [-0.997, -0.036, -0.681, 0.237, 0.209, -0.320, 0.707, -0.968, -0.185, 0.233, -0.439, 0.314, 0.293, 0.782, 0.851]}

---

{"formula": "C4H5F2N", "method": "the ωB97M-V functional and the def2-TZVPD basis", "smiles": "C=NC(C)=C(F)F", "homo_lumo_gap_ev": 8.50, "multiplicity": 1, "relative_energy_kcal_mol": 60.7, "fmax_ha_per_bohr": 0.13602, "e_homo_ha": -0.3036, "lumo_ev": 0.24, "species": ["C", "N", "C", "C", "C", "F", "F", "H", "H", "H", "H", "H"], "positions_angstrom": [[-1.63, 0.37, -1.30], [-0.91, 0.65, -0.29], [0.16, 0.00, 0.23], [1.03, 0.84, 1.03], [0.41, -1.51, -0.02], [-0.37, -2.34, -0.70], [1.40, -2.17, 0.64], [-2.53, 0.94, -1.47], [-1.48, -0.39, -1.96], [0.98, 0.62, 2.10], [0.85, 1.96, 1.06], [2.09, 1.04, 0.67]], "mulliken_charge": [-0.319, -0.428, 0.488, -1.086, 0.373, -0.187, -0.230, 0.244, 0.268, 0.250, 0.335, 0.292]}

---

{"formula": "C4H5F2NO", "method": "the ωB97M-V functional and the def2-TZVPD basis", "smiles": "C[C@@H]1ON=CC1(F)F", "homo_lumo_gap_ev": 11.19, "multiplicity": 1, "relative_energy_kcal_mol": 25.3, "fmax_ha_per_bohr": 0.04180, "e_homo_ha": -0.3793, "lumo_ev": 0.87, "species": ["C", "C", "O", "N", "C", "C", "F", "F", "H", "H", "H", "H", "H"], "positions_angstrom": [[-1.74, -1.31, -0.12], [-0.76, -0.29, 0.57], [-1.31, 0.99, 0.20], [-0.34, 1.82, -0.25], [0.79, 1.23, -0.33], [0.72, -0.22, 0.03], [1.68, -0.54, 0.96], [0.96, -1.01, -1.06], [-1.65, -2.35, 0.31], [-2.78, -0.97, 0.00], [-1.54, -1.34, -1.17], [-0.79, -0.34, 1.66], [1.63, 1.76, -0.65]], "mulliken_charge": [-1.192, -0.168, -0.223, -0.260, -0.603, 1.286, -0.299, -0.291, 0.326, 0.343, 0.316, 0.300, 0.464]}

---

{"formula": "C4H5F3N2", "method": "the ωB97M-V functional and the def2-TZVPD basis", "smiles": "C[C@](N)(C#N)C(F)(F)F", "homo_lumo_gap_ev": 11.39, "multiplicity": 1, "relative_energy_kcal_mol": 4.8, "fmax_ha_per_bohr": 0.06744, "e_homo_ha": -0.3930, "lumo_ev": 0.69, "species": ["C", "C", "N", "C", "N", "C", "F", "F", "F", "H", "H", "H", "H", "H"], "positions_angstrom": [[0.63, 1.38, -0.16], [-0.27, 0.09, -0.07], [-0.42, -0.54, -1.49], [-1.56, 0.48, 0.50], [-2.59, 0.72, 0.93], [0.40, -0.95, 0.87], [-0.44, -1.92, 1.30], [1.44, -1.57, 0.36], [0.87, -0.39, 2.00], [1.60, 1.31, -0.58], [0.74, 1.73, 0.81], [0.19, 1.95, -0.91], [-0.99, -1.43, -1.58], [0.40, -0.85, -1.98]], "mulliken_charge": [-1.660, 1.187, -0.710, -0.075, -0.409, 0.666, -0.257, -0.268, -0.284, 0.388, 0.434, 0.456, 0.276, 0.255]}

---

{"formula": "C4H5F3O", "method": "the ωB97M-V functional and the def2-TZVPD basis", "smiles": "OC(F)=C(F)F.C=C", "homo_lumo_gap_ev": 9.84, "multiplicity": 1, "relative_energy_kcal_mol": 46.0, "fmax_ha_per_bohr": 0.08087, "e_homo_ha": -0.3378, "lumo_ev": 0.65, "species": ["O", "C", "F", "C", "F", "F", "H", "C", "C", "H", "H", "H", "H"], "positions_angstrom": [[-2.40, -1.88, -0.84], [-2.10, -0.77, -0.14], [-2.74, -0.59, 1.03], [-1.26, 0.09, -0.65], [-0.66, -0.08, -1.79], [-0.91, 1.19, -0.03], [-3.07, -2.34, -0.44], [2.63, 0.32, 0.75], [1.73, 1.16, 0.28], [2.77, 0.12, 1.75], [3.31, -0.30, 0.08], [1.63, 1.41, -0.83], [1.07, 1.68, 0.83]], "mulliken_charge": [-0.430, 0.260, -0.232, 0.542, -0.212, -0.238, 0.312, -0.405, -0.545, 0.272, 0.184, 0.177, 0.316]}

---

{"formula": "C4H5F3O", "method": "the ωB97M-V functional and the def2-TZVPD basis", "smiles": "F/C=C/OCC(F)F", "homo_lumo_gap_ev": 10.09, "multiplicity": 1, "relative_energy_kcal_mol": 16.2, "fmax_ha_per_bohr": 0.03677, "e_homo_ha": -0.3366, "lumo_ev": 0.93, "species": ["F", "C", "C", "O", "C", "C", "F", "F", "H", "H", "H", "H", "H"], "positions_angstrom": [[-3.03, -0.99, 0.16], [-1.71, -0.66, 0.12], [-1.49, 0.63, -0.20], [-0.29, 1.20, -0.39], [0.82, 0.70, 0.36], [1.63, -0.35, -0.35], [2.78, -0.50, 0.35], [0.99, -1.57, -0.43], [-1.06, -1.57, 0.29], [-2.41, 1.27, -0.39], [0.42, 0.25, 1.28], [1.50, 1.57, 0.56], [1.86, 0.01, -1.36]], "mulliken_charge": [-0.264, -0.052, -0.108, -0.380, -0.668, 0.388, -0.259, -0.264, 0.327, 0.300, 0.448, 0.291, 0.242]}

---

{"formula": "C4H5F3O3S", "method": "the ωB97M-V functional and the def2-TZVPD basis", "smiles": "C=C(OS(C)(=O)=O)C(F)(F)F", "homo_lumo_gap_ev": 10.28, "multiplicity": 1, "relative_energy_kcal_mol": 21.8, "fmax_ha_per_bohr": 0.07195, "e_homo_ha": -0.3674, "lumo_ev": 0.28, "species": ["C", "C", "O", "S", "C", "O", "O", "C", "F", "F", "F", "H", "H", "H", "H", "H"], "positions_angstrom": [[2.13, -0.10, -1.65], [1.32, -0.73, -0.83], [0.76, -0.33, 0.33], [0.20, 1.36, 0.63], [-1.44, 1.14, 1.17], [1.08, 1.83, 1.67], [0.22, 2.02, -0.64], [1.26, -2.29, -0.97], [1.01, -2.91, 0.17], [0.29, -2.68, -1.81], [2.42, -2.81, -1.55], [2.40, 0.98, -1.60], [2.65, -0.57, -2.56], [-1.85, 2.10, 1.00], [-1.99, 0.39, 0.61], [-1.33, 1.01, 2.32]], "mulliken_charge": [-0.783, 0.431, -0.386, 1.117, -0.837, -0.573, -0.569, 0.781, -0.231, -0.257, -0.261, 0.313, 0.228, 0.382, 0.323, 0.322]}

---

{"formula": "C4H5F4N", "method": "the ωB97M-V functional and the def2-TZVPD basis", "homo_lumo_gap_ev": [8.96, 8.95], "multiplicity": 1, "relative_energy_kcal_mol": 24.6, "fmax_ha_per_bohr": 0.07662, "e_homo_ha": [-0.3530, -0.3528], "lumo_ev": [-0.65, -0.65], "species": ["C", "C", "C", "C", "N", "F", "F", "F", "F", "H", "H", "H", "H", "H"], "positions_angstrom": [[-0.90, 0.61, -0.24], [0.00, -0.22, -1.13], [-0.23, 1.18, 1.04], [0.81, -1.11, -0.23], [1.49, -0.43, 0.77], [0.29, 2.40, 0.94], [-0.72, 0.92, 2.20], [1.58, -1.80, -1.13], [-0.08, -2.09, 0.26], [-1.47, 1.50, -0.74], [-1.84, 0.12, 0.14], [-0.69, -0.69, -1.81], [0.50, 0.41, -1.76], [1.26, -0.82, 1.69]], "mulliken_charge": [-0.662, -0.943, 0.661, 1.083, -0.824, -0.211, -0.189, -0.290, -0.346, 0.377, 0.322, 0.330, 0.421, 0.270]}

---

{"formula": "C4H5FN2", "method": "the ωB97M-V functional and the def2-TZVPD basis", "smiles": "F/C=C1\\CNC=N1", "homo_lumo_gap_ev": 8.70, "multiplicity": 1, "relative_energy_kcal_mol": 57.4, "fmax_ha_per_bohr": 0.11840, "e_homo_ha": -0.2970, "lumo_ev": 0.61, "species": ["F", "C", "C", "C", "N", "C", "N", "H", "H", "H", "H", "H"], "positions_angstrom": [[0.03, -2.72, 0.38], [-0.64, -1.69, 1.05], [-0.45, -0.43, 0.46], [0.59, -0.24, -0.72], [0.54, 1.21, -0.91], [-0.49, 1.75, -0.10], [-1.02, 0.83, 0.73], [-1.37, -1.91, 1.81], [1.75, -0.53, -0.42], [0.50, -0.78, -1.66], [1.40, 1.77, -0.84], [-0.84, 2.73, 0.23]], "mulliken_charge": [-0.264, -0.333, 0.464, -0.420, -0.277, -0.090, -0.604, 0.407, 0.211, 0.260, 0.277, 0.367]}

---

{"formula": "C4H5FN2", "method": "the ωB97M-V functional and the def2-TZVPD basis", "homo_lumo_gap_ev": 10.06, "multiplicity": 1, "relative_energy_kcal_mol": 99.7, "fmax_ha_per_bohr": 0.09046, "e_homo_ha": -0.3651, "lumo_ev": 0.13, "species": ["C", "C", "C", "C", "H", "H", "H", "H", "H", "N", "N", "F"], "positions_angstrom": [[-0.81, -0.24, -0.35], [-0.27, 0.96, 0.49], [1.23, 0.73, -0.04], [-0.16, -1.45, 0.19], [-0.63, 0.26, -1.40], [-0.70, 1.85, -0.01], [-0.32, 0.80, 1.52], [1.74, 1.65, -0.55], [-0.75, -2.30, 1.06], [1.73, -0.34, -0.54], [1.14, -1.56, 0.02], [-2.19, -0.37, -0.37]], "mulliken_charge": [0.148, -0.637, -0.020, -0.027, 0.295, 0.300, 0.352, 0.281, 0.295, -0.342, -0.315, -0.330]}

---

{"formula": "C4H5FN2O", "method": "the ωB97M-V functional and the def2-TZVPD basis", "smiles": "CNc1cc(F)on1", "homo_lumo_gap_ev": 9.75, "multiplicity": 1, "relative_energy_kcal_mol": 45.3, "fmax_ha_per_bohr": 0.04045, "e_homo_ha": -0.3273, "lumo_ev": 0.84, "species": ["C", "N", "C", "C", "C", "F", "O", "N", "H", "H", "H", "H", "H"], "positions_angstrom": [[0.36, 0.98, 1.70], [-0.68, 0.85, 0.73], [-0.50, -0.04, -0.30], [0.70, -0.42, -0.98], [0.15, -1.22, -1.93], [0.71, -2.00, -2.82], [-1.16, -1.35, -1.88], [-1.61, -0.55, -0.81], [1.34, 0.91, 1.13], [0.38, 0.18, 2.55], [0.18, 2.03, 2.17], [-1.62, 0.85, 1.16], [1.75, -0.22, -0.71]], "mulliken_charge": [-0.718, -0.243, 0.688, -0.299, 0.182, -0.257, -0.091, -0.547, 0.258, 0.228, 0.255, 0.281, 0.262]}

---

{"formula": "C4H5FN3", "method": "the ωB97M-V functional and the def2-TZVPD basis", "smiles": "C=C1N=N[N+](C)=C1F", "homo_lumo_gap_ev": 8.85, "multiplicity": 1, "relative_energy_kcal_mol": 0.1, "total_charge": 1, "fmax_ha_per_bohr": 0.09332, "e_homo_ha": -0.5764, "lumo_ev": -6.83, "species": ["C", "C", "N", "N", "N", "C", "C", "F", "H", "H", "H", "H", "H"], "positions_angstrom": [[-2.89, 0.21, -0.04], [-1.60, -0.17, 0.01], [-1.23, -1.51, 0.09], [-0.01, -1.62, 0.10], [0.61, -0.36, 0.06], [2.01, -0.29, -0.02], [-0.39, 0.55, 0.01], [-0.16, 1.82, 0.04], [-3.75, -0.44, 0.06], [-3.39, 1.26, 0.02], [2.51, -1.23, -0.46], [2.23, -0.24, 1.14], [2.38, 0.78, -0.42]], "mulliken_charge": [-0.547, 0.489, -0.243, -0.303, 0.527, -0.714, 0.447, -0.198, 0.330, 0.274, 0.303, 0.338, 0.298]}

---

{"formula": "C4H5FO", "method": "the ωB97M-V functional and the def2-TZVPD basis", "homo_lumo_gap_ev": 10.19, "multiplicity": 1, "relative_energy_kcal_mol": 42.9, "fmax_ha_per_bohr": 0.09847, "e_homo_ha": -0.3335, "lumo_ev": 1.12, "species": ["C", "C", "C", "C", "O", "F", "H", "H", "H", "H", "H"], "positions_angstrom": [[0.90, 0.78, -0.52], [1.73, 0.01, 0.21], [-0.12, -0.41, -0.42], [-1.37, -0.14, 0.43], [0.96, -1.10, 0.42], [-2.06, 0.92, -0.12], [0.85, 1.73, -1.02], [2.67, 0.14, 0.49], [-0.49, -0.92, -1.27], [-1.18, 0.07, 1.48], [-1.89, -1.08, 0.31]], "mulliken_charge": [-0.317, -0.477, 0.124, -0.316, -0.423, -0.279, 0.351, 0.505, 0.339, 0.275, 0.217]}

---

{"formula": "C4H5FO", "method": "the ωB97M-V functional and the def2-TZVPD basis", "smiles": "C#C[C@H](F)CO", "homo_lumo_gap_ev": 11.23, "multiplicity": 1, "relative_energy_kcal_mol": 43.0, "fmax_ha_per_bohr": 0.06128, "e_homo_ha": -0.3798, "lumo_ev": 0.89, "species": ["C", "C", "C", "F", "C", "O", "H", "H", "H", "H", "H"], "positions_angstrom": [[-0.08, -1.81, -1.81], [-0.07, -1.15, -0.78], [-0.19, -0.41, 0.51], [-1.51, -0.10, 0.85], [0.57, 0.91, 0.62], [-0.13, 1.93, 0.02], [0.01, -2.28, -2.80], [0.10, -1.17, 1.32], [0.70, 1.11, 1.65], [1.56, 0.97, 0.04], [-0.97, 2.00, 0.38]], "mulliken_charge": [0.113, -0.745, 0.395, -0.305, -0.459, -0.483, 0.405, 0.182, 0.322, 0.278, 0.297]}

---

{"formula": "C4H5FO", "method": "the ωB97M-V functional and the def2-TZVPD basis", "homo_lumo_gap_ev": [8.22, 8.44], "multiplicity": 1, "relative_energy_kcal_mol": 97.9, "fmax_ha_per_bohr": 0.06090, "e_homo_ha": [-0.2876, -0.2915], "lumo_ev": [0.39, 0.51], "species": ["C", "C", "C", "C", "O", "F", "H", "H", "H", "H", "H"], "positions_angstrom": [[-2.23, 0.22, -0.59], [1.17, -0.35, -0.53], [0.83, -0.31, 1.01], [0.19, 0.59, 0.03], [-2.75, -0.63, 0.02], [0.47, 1.90, 0.16], [-2.49, 1.01, -1.38], [2.14, 0.06, -0.91], [0.86, -1.35, -0.98], [0.29, -1.25, 1.46], [1.53, 0.11, 1.71]], "mulliken_charge": [0.210, -0.540, -0.559, 0.326, -0.330, -0.265, 0.263, 0.260, 0.201, 0.173, 0.261]}

---

{"formula": "C4H5FO", "method": "the ωB97M-V functional and the def2-TZVPD basis", "smiles": "OCC#CCF", "homo_lumo_gap_ev": 11.09, "multiplicity": 1, "relative_energy_kcal_mol": 44.6, "fmax_ha_per_bohr": 0.13812, "e_homo_ha": -0.3804, "lumo_ev": 0.74, "species": ["O", "C", "C", "C", "C", "F", "H", "H", "H", "H", "H"], "positions_angstrom": [[-0.64, 1.83, 1.61], [-0.28, 1.91, 0.24], [-0.17, 0.42, -0.19], [-0.10, -0.72, -0.35], [0.37, -2.04, -0.73], [-0.45, -3.12, -0.30], [0.01, 1.33, 2.12], [-1.11, 2.47, -0.19], [0.69, 2.35, -0.07], [0.32, -2.13, -1.83], [1.37, -2.31, -0.31]], "mulliken_charge": [-0.509, -0.429, 0.143, 0.074, -0.252, -0.292, 0.329, 0.281, 0.243, 0.203, 0.209]}

---

{"formula": "C4H5FO2", "method": "the ωB97M-V functional and the def2-TZVPD basis", "smiles": "O=CCO/C=C\\F", "homo_lumo_gap_ev": 10.08, "multiplicity": 1, "relative_energy_kcal_mol": 86.3, "fmax_ha_per_bohr": 0.12743, "e_homo_ha": -0.3444, "lumo_ev": 0.71, "species": ["O", "C", "C", "O", "C", "C", "F", "H", "H", "H", "H", "H"], "positions_angstrom": [[-2.52, -0.82, 1.28], [-1.39, -1.25, 1.53], [-0.17, -0.73, 0.71], [-0.42, 0.47, -0.04], [0.57, 0.41, -1.00], [1.14, 1.62, -1.42], [0.80, 3.01, -1.13], [-1.27, -2.01, 2.24], [0.59, -0.36, 1.37], [0.00, -1.58, 0.23], [0.80, -0.43, -1.66], [1.88, 1.67, -2.11]], "mulliken_charge": [-0.463, -0.094, -0.419, -0.275, -0.056, -0.197, -0.246, 0.417, 0.314, 0.369, 0.296, 0.353]}

---

{"formula": "C4H5FO3", "method": "the ωB97M-V functional and the def2-TZVPD basis", "smiles": "O=C(CO)O/C=C\\F", "homo_lumo_gap_ev": 10.86, "multiplicity": 1, "relative_energy_kcal_mol": 47.4, "fmax_ha_per_bohr": 0.10531, "e_homo_ha": -0.3766, "lumo_ev": 0.61, "species": ["O", "C", "C", "O", "O", "C", "C", "F", "H", "H", "H", "H", "H"], "positions_angstrom": [[-0.12, -1.88, 0.41], [0.31, -0.89, -0.22], [1.62, -0.91, -0.97], [1.89, 0.35, -1.63], [-0.30, 0.27, -0.03], [-1.36, 0.22, 0.86], [-1.87, 1.37, 1.22], [-1.56, 2.55, 0.48], [2.61, -1.29, -0.51], [1.51, -1.74, -1.81], [1.34, 1.01, -1.19], [-1.38, -0.84, 1.56], [-2.69, 1.78, 1.85]], "mulliken_charge": [-0.617, 0.729, -0.221, -0.528, -0.306, -0.167, -0.037, -0.248, 0.244, 0.211, 0.368, 0.246, 0.326]}